DFT (ωB97M-V with the def2-TZVPD basis set) results for C11H14BBr33NO2 as an isolated structure.

```
! RIJCOSX wB97M-V def2-TZVPD def2/J DEFGRID3
* xyz -1 1
N 2.3476 -1.4378 1.2127
B 0.9877 -1.2253 0.9160
O 0.3281 0.0565 1.1296
O 0.0985 -2.2234 0.4408
H 2.9510 -1.0673 0.4824
H 0.3424 0.4687 0.2587
H 0.5650 -2.8385 -0.1309
C -0.8450 -5.0966 1.1160
Br -1.6820 -6.6383 1.9208
Br 0.3627 -5.5851 -0.3086
Br -2.1162 -3.7819 0.5451
H -0.2402 -4.6244 1.8802
C 5.7036 0.6774 0.2690
Br 4.6670 0.9170 1.8698
Br 7.0950 -0.6405 0.5067
Br 4.5857 0.2613 -1.2459
H 6.1908 1.6172 0.0564
C -2.1600 0.5957 -2.2918
Br -0.4871 1.5968 -2.0553
Br -2.1505 -1.0592 -1.3038
Br -3.7001 1.6760 -1.8530
H -2.2385 0.3271 -3.3252
C 3.1101 -3.4101 -2.3583
Br 2.7935 -5.1214 -3.2004
Br 4.6665 -2.5240 -3.0727
Br 1.5358 -2.3069 -2.4704
H 3.3009 -3.5909 -1.3067
C 2.2861 -1.7271 4.2526
Br 2.0670 -1.2273 6.1081
Br 3.7556 -2.9404 3.9910
Br 0.6508 -2.3898 3.5072
H 2.5222 -0.8193 3.7087
C 2.1520 -9.4039 -3.2833
Br 1.4131 -8.1425 -2.0290
Br 0.7759 -10.2538 -4.3360
Br 3.5042 -8.5984 -4.3990
H 2.6363 -10.1804 -2.7093
C 3.8912 2.7235 6.0538
Br 4.9431 1.4886 5.0143
Br 4.3590 4.5607 5.6860
Br 2.0100 2.4042 5.8195
H 4.1206 2.5417 7.0936
C -0.9632 4.2160 3.1101
Br 0.0373 5.8197 3.5092
Br 0.1244 2.8854 2.2451
Br -1.8456 3.5168 4.6809
H -1.7400 4.4927 2.4113
C -3.7631 5.7077 -0.1260
Br -4.2408 5.7263 1.7431
Br -2.0179 4.9445 -0.4111
Br -5.1138 4.8376 -1.1920
H -3.7182 6.7368 -0.4508
C -1.2488 2.8218 -6.3946
Br -3.0547 3.1991 -6.9891
Br -1.1797 2.2878 -4.5160
Br -0.3838 1.5234 -7.5311
H -0.6913 3.7432 -6.4880
C -9.6369 4.8650 -1.1980
Br -9.1918 3.4561 -2.4356
Br -9.2148 4.3785 0.6178
Br -8.8089 6.5320 -1.6965
H -10.7058 5.0109 -1.2499
*
```

Computed properties:
Lowest unoccupied orbital energy ... 1.05 eV
M ... 2839.9 g mol⁻¹